A cluster of 11 separate species, C99H209N11O11 in total at a distorted geometry. Source: the OMol25 dataset; level of theory: the ωB97M-V functional and the def2-TZVPD basis.

Properties
* frontier orbital gap: 0.3198 hartree
* HOMO energy: -8.3 eV
* relative energy (zero: lowest compared OMol25 entry of this formula, charge and spin): 65.5 kcal per mole
* LUMO energy: 0.4 eV

Geometry as XYZ:
```
330
Properties=species:S:1:pos:R:3:forces:R:3
C 0.78583 -8.87357 0.93381 -0.461 0.696 0.133
C 1.01303 -7.95391 -0.28059 0.002 -0.343 0.486
C 0.39406 -8.72991 -1.40552 0.317 -0.058 -1.836
C 0.38282 -6.53509 -0.09285 0.639 -1.251 -0.644
C 0.75904 -5.61529 -1.27493 0.646 1.153 1.154
C 2.32351 -5.52314 -1.41619 -0.022 -1.340 -0.296
C 2.90607 -6.96783 -1.65630 1.508 1.640 1.506
C 2.73513 -7.46359 -3.08297 0.046 -1.945 0.345
C 4.44557 -6.83415 -1.47055 0.216 -0.140 -0.149
N 2.42562 -7.71182 -0.43444 2.134 -0.481 -0.198
O 3.19394 -8.96845 -0.28899 -1.016 0.385 -1.326
H 1.13680 -9.89746 0.84674 0.071 0.051 -0.493
H 1.22156 -8.46921 1.81263 0.681 0.518 0.940
H -0.27711 -8.89857 1.14617 -0.339 -0.076 -0.065
H -0.50556 -9.18133 -1.03629 -0.756 -0.135 -0.152
H 0.18319 -8.10413 -2.31469 0.029 -0.811 0.860
H 1.07345 -9.57230 -1.66484 -0.371 0.574 -0.049
H -0.66069 -6.76798 -0.06144 -0.987 0.434 -0.053
H 0.68113 -6.17520 0.88170 0.260 0.379 0.189
H 0.18091 -5.95783 -2.13931 0.678 0.018 -0.273
H 0.41693 -4.57339 -1.09944 -0.148 -0.559 0.090
H 2.87402 -5.21404 -0.48626 -1.164 0.067 -0.531
H 2.68927 -4.83648 -2.21061 -0.533 -0.550 0.256
H 3.14922 -8.49795 -3.17120 -0.212 0.615 0.158
H 3.30566 -6.87448 -3.79202 -0.098 0.393 0.047
H 1.70855 -7.55936 -3.37599 -0.469 0.294 -0.393
H 4.87584 -6.22210 -2.27889 -0.224 -0.220 0.092
H 4.87747 -7.84204 -1.52262 0.090 0.380 -0.008
H 4.78003 -6.35395 -0.53488 -0.499 -0.302 -0.126
H 3.57240 -8.97525 0.58979 -0.076 0.562 0.312
C 2.99127 -1.09994 -3.60421 -0.817 0.928 0.366
C 4.17747 -1.80559 -2.86144 0.862 -0.102 -1.268
C 3.67584 -2.28153 -1.55345 -2.134 0.157 2.338
C 4.67996 -2.98767 -3.77002 -0.781 -0.110 -0.264
C 5.39778 -2.47625 -5.03752 -1.775 0.879 0.193
C 6.60744 -1.70009 -4.55036 -0.276 0.006 -0.297
C 6.25759 -0.56065 -3.61661 0.163 1.245 -0.593
C 7.59507 -0.11746 -2.97479 -1.181 0.437 -0.339
C 5.78757 0.64644 -4.50616 -2.824 -0.049 0.025
N 5.36235 -0.99203 -2.53903 -0.279 0.004 -1.051
O 4.86531 0.17380 -1.89783 0.783 0.021 0.755
H 2.70373 -0.03233 -3.31015 1.011 -1.351 -0.024
H 3.12399 -1.08925 -4.69363 -0.141 -0.001 0.340
H 2.05999 -1.66127 -3.36087 0.602 0.133 -0.421
H 3.27517 -1.43523 -0.90623 1.022 -0.595 -0.745
H 2.72720 -2.78432 -1.71675 -0.049 -0.622 -0.132
H 4.28486 -2.93967 -0.90483 0.161 0.405 -0.699
H 5.34686 -3.68923 -3.23976 -0.319 0.341 0.146
H 3.77353 -3.54843 -4.09943 0.529 0.186 0.390
H 5.53270 -3.32922 -5.73219 0.378 0.696 0.287
H 4.62912 -1.75570 -5.48289 1.324 -0.985 -0.044
H 7.23167 -1.19470 -5.28292 -0.032 -0.461 -0.566
H 7.22928 -2.35613 -3.98595 0.708 -0.815 0.321
H 7.38336 0.82867 -2.46799 0.387 -0.303 0.499
H 8.30214 0.11817 -3.75356 0.299 0.026 -0.375
H 8.00040 -0.92187 -2.38016 0.068 0.042 0.583
H 6.60733 1.24780 -4.77455 1.270 0.571 -0.511
H 5.05374 1.39571 -4.08981 0.771 -1.005 0.411
H 5.24759 0.35609 -5.44309 0.672 -0.199 0.571
H 5.41080 0.11193 -1.10216 -0.425 0.597 0.247
C -3.10201 7.39636 0.77279 -1.460 1.089 0.939
C -1.96303 6.88019 0.01236 2.275 -1.174 -0.789
C -0.78190 6.59970 1.02069 -0.081 0.149 0.020
C -2.43322 5.65369 -0.76445 1.236 -1.603 -0.702
C -1.33637 5.12340 -1.79540 -0.640 -0.502 0.496
C -0.99927 6.22832 -2.80962 -1.120 0.588 -0.146
C -0.63551 7.59244 -2.18257 -0.109 0.197 0.480
C 0.84545 7.63661 -1.75882 0.551 -1.156 -0.649
C -0.77715 8.75635 -3.20299 2.977 -0.052 0.481
N -1.62733 7.89644 -1.05488 1.019 0.376 0.350
O -0.99968 8.98210 -0.32593 0.528 -0.619 -0.118
H -2.93895 8.42195 1.18227 0.067 -0.938 0.065
H -3.91979 7.49565 0.06408 -0.437 0.007 0.115
H -3.37829 6.66492 1.56057 0.056 0.631 -0.279
H 0.10290 6.13566 0.58487 -0.284 -0.438 -0.252
H -0.39629 7.59864 1.27625 -0.353 -0.415 0.559
H -1.08044 5.98803 1.93471 0.142 0.951 -1.195
H -2.72677 4.78891 -0.09906 0.239 1.055 -0.424
H -3.30342 5.95067 -1.36103 -0.016 -0.138 0.117
H -0.42192 4.71647 -1.26697 -0.894 0.704 -0.442
H -1.78162 4.22365 -2.32572 0.485 1.074 0.411
H -1.85883 6.40130 -3.50537 0.264 -0.231 0.694
H -0.20754 5.94987 -3.48104 0.626 -0.280 -0.173
H 1.18623 6.91526 -1.03718 -0.369 -0.540 0.510
H 1.12221 8.57023 -1.37505 0.083 1.510 0.710
H 1.57345 7.48566 -2.57740 -0.790 -0.061 -0.261
H -0.47872 9.74190 -2.71809 -0.444 -1.261 -0.630
H -1.71583 8.82418 -3.64713 -1.806 0.103 -0.540
H -0.02797 8.54313 -4.03236 -0.824 0.392 0.893
H -1.58576 9.72068 -0.35615 -0.889 0.609 -0.284
C -4.43744 1.29869 -2.91167 -0.647 1.215 -0.097
C -5.41879 1.74713 -1.81511 -2.396 -0.884 -0.471
C -5.28189 3.21201 -1.52224 4.074 0.595 -2.070
C -6.87458 1.52181 -2.34162 0.145 -0.182 -0.103
C -7.92033 1.66791 -1.21023 0.575 0.273 -0.862
C -7.76356 0.64707 -0.09161 2.914 1.625 -1.126
C -6.32650 0.80675 0.45857 1.590 -0.420 0.106
C -6.21808 1.94234 1.41885 1.488 0.177 1.095
C -5.81130 -0.42435 1.23211 -2.580 0.293 -0.543
N -5.34413 0.86793 -0.65928 2.133 -0.647 -0.146
O -4.00389 1.14067 -0.10815 -0.176 -0.318 0.155
H -4.34232 0.20014 -2.99046 0.108 0.646 0.079
H -4.85832 1.74458 -3.83396 0.196 -0.587 0.085
H -3.51061 1.86691 -2.77699 0.255 -0.667 0.076
H -5.12091 3.86372 -2.45341 -0.543 -1.041 1.060
H -5.99121 3.62163 -0.92388 -2.392 1.110 1.496
H -4.33669 3.33861 -0.96794 -0.180 0.022 -0.107
H -7.01706 2.33330 -3.11749 -0.192 -1.185 0.559
H -6.93711 0.48674 -2.75581 0.002 0.799 -0.122
H -7.80512 2.69346 -0.91025 -0.003 0.462 0.916
H -8.89475 1.67851 -1.63938 -0.963 -0.416 -0.393
H -7.82615 -0.32072 -0.47566 -0.380 -1.723 -0.770
H -8.42685 0.76186 0.69952 -1.375 0.291 1.359
H -6.95760 1.78210 2.16272 -0.600 -0.165 1.090
H -6.42687 2.89106 1.03241 -0.316 1.513 -0.903
H -5.20511 2.01742 1.91056 -1.031 -0.287 -0.554
H -4.81517 -0.31438 1.50850 1.721 0.256 0.209
H -5.97139 -1.24531 0.55907 0.156 -0.871 0.022
H -6.36603 -0.53037 2.15540 -0.394 -0.312 0.187
H -3.36502 0.36584 -0.11680 -1.297 0.522 -0.110
C 4.55829 0.30304 6.32647 -1.242 -1.822 0.294
C 4.03731 -0.61039 5.20724 -0.283 -0.660 -0.674
C 3.67854 -1.99404 5.82685 0.686 -0.051 0.877
C 2.80319 0.08286 4.63122 -0.944 -0.348 1.303
C 2.33013 -0.48661 3.31486 -0.290 0.383 -0.275
C 3.49151 -0.49269 2.32999 -1.707 0.740 -2.221
C 4.62309 -1.29405 2.81514 1.028 -1.197 1.502
C 4.30736 -2.82820 3.01608 0.776 0.333 -0.800
C 5.84847 -1.11209 1.88926 1.412 -0.283 0.837
N 5.01265 -0.63465 4.10898 1.190 -0.880 -0.494
O 6.16487 -1.40954 4.55026 -1.560 -0.443 0.995
H 4.88137 1.25769 5.93339 0.365 0.078 0.199
H 3.59401 0.38095 6.86965 0.875 0.653 0.450
H 5.25336 -0.30251 6.94671 -0.038 0.995 -0.353
H 2.71935 -2.49855 5.60066 0.657 0.487 -0.399
H 4.53060 -2.68392 5.70709 -0.489 0.162 -0.128
H 3.64161 -1.81345 6.90693 -0.206 -0.203 -0.052
H 2.00808 0.07353 5.47814 1.173 0.254 -1.611
H 3.15555 1.07960 4.42140 -0.339 0.816 0.129
H 2.04064 -1.51791 3.37926 -0.522 -0.584 0.449
H 1.43624 0.07326 2.94320 0.771 -0.213 0.162
H 3.88078 0.54621 2.16384 -0.504 -0.709 -0.173
H 3.10883 -0.95468 1.34892 0.662 0.896 1.093
H 3.40761 -3.12169 3.54251 -0.178 0.474 0.135
H 5.15012 -3.31984 3.52561 -0.244 0.279 -0.257
H 4.22003 -3.26597 2.02102 0.077 -0.103 -0.159
H 6.21886 -0.04903 1.97424 -0.209 -1.092 0.094
H 5.67137 -1.28127 0.84272 -0.668 -0.175 -0.554
H 6.68025 -1.86642 2.13715 -1.129 1.304 -0.127
H 6.90167 -0.90805 4.26822 1.118 1.004 -0.384
C -2.75028 1.24445 4.98405 -1.381 1.054 -2.581
C -1.96665 2.54929 4.64105 -1.219 -0.029 0.151
C -0.53262 2.09034 4.40335 1.674 1.087 -0.795
C -2.45804 3.25681 3.32146 -0.731 -1.217 1.329
C -3.73275 4.05292 3.48807 -0.592 0.492 0.236
C -3.61274 5.06937 4.59611 -0.187 0.093 1.252
C -3.23030 4.39688 5.92915 -0.473 -0.846 0.486
C -2.82653 5.42234 6.98530 0.813 -0.198 0.066
C -4.47122 3.62899 6.57370 1.180 1.083 -1.159
N -2.02760 3.58191 5.69124 1.218 -0.622 0.302
O -1.54971 2.92075 6.92171 -1.057 0.450 -0.786
H -3.86958 1.35467 4.94126 1.027 0.017 -0.168
H -2.44578 0.55672 4.17546 -0.345 -0.151 0.456
H -2.53117 0.85195 5.92560 0.690 -0.457 1.425
H 0.21853 2.94332 4.41682 -0.986 -0.686 0.111
H -0.12253 1.32766 5.07318 -0.432 0.120 0.089
H -0.46570 1.70145 3.36750 -0.150 0.075 0.579
H -1.63984 3.85890 3.05624 1.042 1.215 -0.620
H -2.56300 2.50813 2.55797 -0.057 -0.510 -0.421
H -4.19505 4.43829 2.55927 0.724 0.078 0.212
H -4.53159 3.47651 3.90679 -0.497 -1.290 -0.184
H -4.57246 5.55222 4.84694 0.260 0.067 -0.537
H -2.86656 5.82103 4.46143 0.527 0.732 -0.587
H -1.95611 6.05607 6.76454 -0.053 -0.473 -0.357
H -2.62658 4.87535 7.89605 0.279 -0.070 0.295
H -3.59792 6.09715 7.24157 -1.231 0.714 -0.005
H -4.06936 3.20265 7.46228 -0.084 -0.367 0.979
H -4.86254 2.82051 5.96576 -0.209 0.178 -0.159
H -5.21066 4.41634 6.77553 -0.042 -0.561 0.119
H -0.69058 3.32107 7.03680 0.350 0.243 0.083
C 5.19982 4.79918 -4.55427 -0.099 -1.616 1.705
C 4.65510 4.99541 -3.09576 0.349 -0.421 -0.508
C 4.52822 6.46457 -2.73834 -0.202 -0.741 1.857
C 3.31315 4.27930 -2.97632 -0.710 -0.797 -1.710
C 2.85731 4.02224 -1.57590 -0.744 -0.209 1.032
C 3.87131 3.20684 -0.80286 1.372 0.308 0.927
C 5.23610 4.00167 -0.79323 0.363 -2.378 -0.468
C 5.18799 5.14545 0.15074 0.597 2.219 1.643
C 6.35276 3.03947 -0.28540 0.196 0.547 -0.144
N 5.57780 4.26378 -2.18236 1.130 0.796 -1.830
O 6.83869 5.03420 -2.27684 0.046 -0.983 0.325
H 4.65732 5.34549 -5.27844 -0.533 0.963 -0.629
H 6.24760 5.05506 -4.52740 0.210 0.176 -0.438
H 5.07299 3.72814 -4.83912 0.320 0.612 0.285
H 5.41217 6.98076 -2.41889 0.848 0.034 -0.560
H 3.97862 7.01009 -3.43711 -0.656 0.914 -1.472
H 3.94228 6.51667 -1.83087 -0.496 0.024 0.354
H 2.51779 4.76569 -3.66247 1.201 -0.606 1.177
H 3.47787 3.22936 -3.35749 -0.136 0.933 -0.191
H 2.66231 4.91862 -0.98240 -0.159 0.194 -0.260
H 1.93223 3.44635 -1.58247 -0.351 0.134 -0.113
H 4.02742 2.16502 -1.18979 -0.198 1.005 0.161
H 3.61502 3.16831 0.29323 -0.098 -0.266 -1.010
H 5.51929 4.87076 1.15768 -0.409 -0.605 0.039
H 4.22838 5.66636 0.30836 0.256 -0.288 -0.433
H 5.96568 5.91899 -0.01730 -0.515 -0.296 -0.689
H 6.04544 2.65015 0.65946 -0.365 -0.393 0.856
H 7.25033 3.63620 -0.06016 -0.066 -0.335 -0.357
H 6.58983 2.17031 -0.92599 -0.220 0.716 -0.074
H 7.51645 4.43589 -2.67584 -1.123 0.354 0.545
C -1.34771 -3.74327 6.78303 0.470 0.285 0.821
C -0.86385 -2.32081 7.10855 0.531 0.571 1.080
C -0.14907 -1.66857 5.93664 -0.098 -1.350 -1.704
C -2.06512 -1.45982 7.47117 -0.675 0.384 0.929
C -1.83363 -0.15625 8.26225 1.141 -0.871 0.592
C -1.05072 -0.50593 9.54200 0.958 0.100 0.475
C 0.30188 -1.28060 9.21402 -1.866 -0.473 -1.004
C 1.26785 -0.30041 8.54613 -0.768 -0.499 1.162
C 0.77687 -1.83544 10.54476 2.601 1.134 -1.127
N -0.01241 -2.44820 8.31689 0.963 -0.324 0.410
O 1.29027 -2.96354 7.82123 -0.891 0.022 0.769
H -0.46744 -4.40555 6.72395 -0.460 0.188 -0.344
H -1.98632 -4.10672 7.61532 0.273 0.192 -0.611
H -1.89595 -3.66502 5.85285 -0.202 -0.505 -0.214
H -0.42863 -0.63523 5.79933 -0.113 0.258 -0.148
H 0.93140 -1.76495 5.87223 -0.056 0.026 0.642
H -0.46749 -2.28785 5.05898 0.018 0.979 0.169
H -2.66258 -1.21327 6.60212 0.060 -0.183 -0.507
H -2.72585 -2.04714 8.10581 -0.135 -0.281 0.121
H -1.21792 0.56142 7.73200 -0.364 0.298 -0.414
H -2.81844 0.23964 8.50269 0.121 0.401 -0.068
H -1.72116 -1.05271 10.25075 0.733 0.093 -0.479
H -0.59351 0.36576 10.11814 -1.237 -0.614 -0.754
H 2.17723 -0.77731 8.33670 1.493 -0.675 0.106
H 1.40657 0.53621 9.20771 0.245 0.556 0.089
H 0.92826 -0.00599 7.58993 -0.738 0.694 -0.881
H 1.86811 -2.07812 10.59001 -0.797 -0.241 -0.388
H 0.18797 -2.61364 10.89299 -1.095 -1.633 0.442
H 0.70472 -1.04110 11.23146 -0.204 1.095 1.161
H 1.50630 -3.65111 8.47068 -0.171 0.195 -0.240
C -2.88454 -7.84119 -4.14729 1.398 -0.927 -0.232
C -3.48554 -6.57448 -3.50905 -1.896 -0.343 -0.387
C -2.58532 -5.35109 -3.56680 0.943 -0.745 0.368
C -4.81079 -6.22354 -4.25707 0.625 -1.377 0.343
C -5.69120 -5.23278 -3.50933 -1.003 -1.583 -0.622
C -6.09618 -5.92796 -2.24074 -0.019 -1.483 0.845
C -4.83555 -6.22903 -1.36197 -2.421 0.321 -0.396
C -4.30255 -4.89525 -0.89650 -0.617 0.516 0.866
C -5.39528 -7.06819 -0.19957 0.595 -0.067 0.565
N -3.95572 -7.04221 -2.16511 1.012 0.607 -0.362
O -2.78703 -7.29546 -1.35992 -0.362 -0.779 -0.134
H -2.75655 -7.81499 -5.23620 -0.320 0.555 0.043
H -1.84652 -8.11643 -3.81408 -0.836 0.627 0.172
H -3.46648 -8.76285 -3.95975 -0.136 0.691 0.149
H -1.97194 -5.37127 -4.45880 0.453 -0.428 -0.150
H -3.06018 -4.39633 -3.67009 -0.742 0.420 0.449
H -1.95984 -5.38669 -2.67615 0.319 0.385 -0.093
H -4.55489 -5.94474 -5.27294 0.001 0.271 -0.201
H -5.34204 -7.20685 -4.30740 0.020 0.812 -0.186
H -5.25458 -4.31098 -3.23077 0.662 1.046 -0.260
H -6.54781 -5.04819 -4.15341 -0.217 0.304 0.080
H -6.61509 -6.91812 -2.41423 0.497 0.983 -0.155
H -6.74521 -5.38098 -1.56207 -0.227 0.450 -0.308
H -3.43911 -5.02943 -0.33712 2.271 -0.571 0.705
H -4.86804 -4.35951 -0.09899 -0.597 -0.397 -0.995
H -4.06139 -4.24112 -1.71211 -0.036 0.446 -0.155
H -4.70709 -7.04375 0.68267 -0.705 0.048 -0.542
H -5.50862 -8.12781 -0.49681 -0.029 0.520 0.006
H -6.39721 -6.65730 0.04305 0.685 -0.339 0.282
H -2.97206 -8.23518 -1.22231 0.736 0.118 0.342
C -2.25094 -2.18976 1.51475 -0.817 0.209 0.242
C -1.27494 -1.76119 0.43922 -0.215 1.082 -0.572
C 0.14592 -2.30025 0.78608 -0.871 -0.974 0.220
C -1.75518 -2.15878 -0.96754 0.227 -1.679 0.721
C -0.95466 -1.41155 -2.01520 -1.569 0.038 -0.935
C -1.12422 0.09249 -1.85661 -2.323 -0.068 -0.578
C -0.68690 0.59851 -0.52634 2.137 -1.164 -0.197
C 0.90866 0.42648 -0.52551 -1.116 0.413 1.134
C -1.00336 2.04406 -0.35757 0.717 0.752 1.372
N -1.46233 -0.22848 0.44240 1.697 -0.442 0.399
O -1.21961 0.25762 1.75053 0.183 0.268 0.663
H -3.19083 -1.58697 1.50785 0.809 -0.397 -0.185
H -2.53507 -3.22313 1.41570 -0.004 -0.610 -0.190
H -1.80563 -2.06909 2.49197 0.082 0.044 0.341
H 0.51647 -1.67714 1.56761 0.566 0.416 0.751
H 0.07423 -3.34240 1.24705 -0.006 1.234 -0.809
H 0.89390 -2.29352 -0.01300 -0.374 -0.214 0.063
H -1.61150 -3.29340 -1.05248 -0.264 1.429 -0.051
H -2.83156 -1.95888 -0.97335 0.025 0.043 -0.404
H 0.04088 -1.75370 -1.91416 1.325 -0.055 -0.012
H -1.23514 -1.68323 -3.04900 -0.136 -0.062 0.421
H -2.23071 0.37406 -1.98241 1.415 -0.627 0.105
H -0.62824 0.64417 -2.62681 0.596 0.291 -0.565
H 1.25278 0.55879 0.53483 0.150 0.081 -0.994
H 1.37981 1.17912 -1.21308 -0.447 -0.659 0.749
H 1.13633 -0.58658 -0.84287 0.406 0.319 -0.051
H -1.97917 2.14035 0.05352 -0.876 0.254 0.502
H -1.04212 2.54454 -1.29825 0.336 0.312 -0.766
H -0.27614 2.57035 0.32369 -0.681 -0.459 -0.646
H -0.29097 0.11345 2.06141 -0.685 -0.151 -0.822
C -0.01226 3.01792 -4.75792 -0.508 1.394 -0.741
C 0.42801 2.30049 -6.00484 -0.037 1.143 -1.033
C 1.72096 2.89035 -6.60091 -1.218 0.706 -0.144
C 0.72251 0.89513 -5.65975 1.346 -0.978 -0.059
C -0.49850 0.03124 -5.53247 0.072 -0.509 -0.709
C -1.24422 0.03750 -6.87974 0.437 -0.731 0.755
C -1.73585 1.40146 -7.28278 1.236 0.818 -0.681
C -2.08132 1.31684 -8.76057 0.499 -0.779 -0.462
C -2.97862 1.74584 -6.48366 1.112 1.091 2.606
N -0.53610 2.38974 -7.18163 -1.022 -2.920 0.897
O -1.02454 3.67153 -7.39078 0.202 0.922 -0.029
H -0.77145 2.48480 -4.23731 -0.983 -0.465 0.318
H 0.75622 3.18580 -4.01234 0.535 0.147 -0.203
H -0.42223 3.96817 -5.13101 0.028 0.025 0.689
H 1.58895 4.03120 -6.66625 0.726 -1.719 -0.219
H 2.55052 2.55313 -6.00548 0.593 0.503 0.538
H 1.80723 2.32984 -7.54974 0.173 0.979 0.028
H 1.40127 0.50391 -6.43237 -0.258 -0.320 -0.031
H 1.37446 0.93897 -4.75503 -0.672 -0.248 -0.348
H -0.17731 -0.99636 -5.33703 -0.237 0.056 0.347
H -1.11115 0.41398 -4.72994 -0.377 -0.205 0.314
H -2.12901 -0.58809 -6.87241 -0.274 -0.310 0.368
H -0.59301 -0.47103 -7.59695 0.159 0.510 -0.284
H -2.50169 2.18808 -9.28129 0.322 -0.145 0.418
H -2.74444 0.47538 -8.87354 -0.987 -0.124 0.021
H -1.21083 0.87689 -9.25739 0.237 0.840 -0.324
H -3.91912 1.43361 -6.89660 -0.249 -0.265 -0.461
H -2.95444 2.84595 -6.39374 -0.516 -0.345 0.075
H -2.91012 1.32937 -5.41147 -0.159 0.629 -1.532
H -0.51163 3.93998 -8.16052 -0.209 0.317 -0.035
```
Positions in Å, forces in eV/Å.